# 1
C41H59NP3PbSSi as an isolated structure, computed with ωB97M-V with the def2-TZVPD basis set.

Computed properties:
Total energy: -3556.93147 Ha
Charge: +1
Strongest force on any atom: 0.29 eV/A
ΔE to the lowest compared entry with this formula, charge and spin: 1.0 kcal per mole

Element x y z (Å)
Pb1 0.101924 -0.216492 -0.997582
C1 -4.543187 -2.914026 -0.575369
C2 -3.233742 -2.388326 -1.158423
C3 -2.838597 -3.155055 -2.422985
P1 -1.703902 -2.223490 -0.103422
C4 -0.853487 -3.870594 -0.076240
C5 -1.670875 -4.991522 0.560122
C6 0.501259 -3.714005 0.615633
C7 -2.087125 -1.866515 1.654038
C8 -3.181399 -2.457564 2.291370
C9 -3.520287 -2.111104 3.589861
C10 -2.763190 -1.173597 4.274461
C11 -1.649824 -0.616396 3.665071
C12 -1.277793 -0.954363 2.360314
Si1 0.290826 -0.172525 1.621801
C13 0.232052 1.643069 2.161581
C14 0.883494 2.046500 3.329936
C15 0.867542 3.367271 3.750893
C16 0.195889 4.319494 2.999132
C17 -0.462300 3.943481 1.838917
C18 -0.455129 2.614777 1.407267
P2 -1.296834 2.115874 -0.141615
C19 -3.133457 2.271009 0.113406
C20 -3.552425 3.431502 1.015540
C21 -3.741888 0.972854 0.632316
C22 -0.888744 3.366382 -1.453194
C23 0.627070 3.553638 -1.517172
C24 -1.618966 4.707111 -1.466549
C25 1.803676 -0.999544 2.415271
C26 1.642844 -1.668202 3.633190
C27 2.689887 -2.350565 4.235597
C28 3.929138 -2.382827 3.620093
C29 4.114339 -1.723203 2.414749
C30 3.075594 -1.024121 1.798511
P3 3.286797 -0.184865 0.182231
C31 4.423993 1.262829 0.499672
C32 3.583471 2.508014 0.783621
C33 5.475243 1.099703 1.597397
C34 4.302657 -1.351534 -0.875162
C35 5.821187 -1.398004 -0.719772
C36 3.959973 -1.021196 -2.334982
H1 -5.294310 -2.922991 -1.367876
H2 -4.919540 -2.278172 0.224216
H3 -4.453282 -3.934264 -0.202309
H4 -3.398310 -1.356793 -1.472735
H5 -2.686210 -4.217455 -2.226428
H6 -1.931289 -2.746325 -2.873640
H7 -3.646750 -3.068773 -3.150649
H8 -0.679915 -4.104189 -1.129328
H9 -1.869569 -4.779123 1.611226
H10 -1.109306 -5.926191 0.508961
H11 -2.620973 -5.146840 0.050463
H12 0.385008 -3.408880 1.657398
H13 1.130205 -2.970678 0.117030
H14 1.035209 -4.665804 0.609188
H15 -3.782409 -3.191192 1.776500
H16 -4.380072 -2.569555 4.060681
H17 -3.033096 -0.885401 5.282241
H18 -1.060007 0.110529 4.213098
H19 1.430312 1.310730 3.910158
H20 1.384046 3.654486 4.657693
H21 0.184131 5.355113 3.312448
H22 -0.981561 4.699830 1.268546
H23 -3.491734 2.446270 -0.907423
H24 -3.212557 3.265994 2.039123
H25 -4.642306 3.493154 1.029148
H26 -3.170547 4.393334 0.683337
H27 -3.381597 0.740498 1.635692
H28 -3.500964 0.137758 -0.022693
H29 -4.828331 1.070262 0.679246
H30 -1.210475 2.810899 -2.341105
H31 1.001924 4.063997 -0.628713
H32 0.893488 4.157838 -2.386544
H33 1.148533 2.595147 -1.602970
H34 -1.326775 5.353553 -0.639329
H35 -2.700660 4.588578 -1.458013
H36 -1.357711 5.233877 -2.386907
H37 0.672923 -1.673390 4.114974
H38 2.532495 -2.862707 5.176171
H39 4.752654 -2.919000 4.073527
H40 5.089392 -1.756727 1.952512
H41 4.924656 1.390536 -0.467323
H42 3.034835 2.398744 1.721690
H43 2.855760 2.694076 -0.007440
H44 4.227136 3.384959 0.879038
H45 4.994150 1.003380 2.572308
H46 6.108725 1.989290 1.626863
H47 6.123140 0.239952 1.453514
H48 3.890557 -2.340820 -0.646882
H49 6.267243 -0.428625 -0.947324
H50 6.229985 -2.119079 -1.430627
H51 6.146547 -1.703287 0.271833
H52 4.265909 -0.001964 -2.586458
H53 2.889337 -1.104094 -2.526598
H54 4.484143 -1.699260 -3.011143
S1 -2.682462 0.527072 -3.242359
C37 -1.936168 0.621856 -4.743335
N1 -2.567820 0.126099 -5.847637
C38 -2.062598 0.149792 -7.106526
C39 -0.841720 0.688574 -7.343827
C40 -0.127126 1.215463 -6.246199
C41 -0.655390 1.183522 -4.987511
H55 -3.484116 -0.268192 -5.681111
H56 -2.686105 -0.278904 -7.877026
H57 -0.439631 0.709829 -8.344410
H58 0.850867 1.649546 -6.408050
H59 -0.115577 1.580272 -4.139854

Cartesian forces, eV/Å:
-0.067 -0.075 -0.067
0.040 0.021 -0.027
0.102 -0.064 0.125
-0.024 0.006 0.022
-0.055 -0.007 -0.032
-0.022 0.110 0.036
0.037 0.034 -0.039
-0.030 -0.012 -0.039
-0.044 0.000 -0.015
0.037 0.016 0.016
-0.018 -0.028 -0.017
0.017 0.014 0.014
-0.016 -0.025 -0.035
0.002 -0.039 -0.066
0.017 0.022 0.154
-0.002 0.029 -0.117
-0.009 -0.011 -0.008
-0.002 -0.025 -0.003
-0.010 0.012 -0.017
0.025 -0.019 0.011
0.012 -0.034 0.045
-0.111 0.135 0.009
0.134 0.048 0.014
0.013 -0.026 -0.017
0.015 0.031 -0.050
0.090 -0.095 0.078
-0.071 -0.011 -0.053
0.024 -0.020 -0.036
0.005 0.022 -0.050
0.053 0.008 -0.014
-0.086 0.014 0.009
0.054 0.012 -0.046
-0.020 -0.026 0.018
-0.117 -0.040 0.098
0.265 0.109 -0.060
-0.042 -0.087 0.087
-0.016 -0.004 -0.047
-0.063 0.050 -0.060
-0.165 0.026 -0.041
-0.052 0.011 0.044
0.011 -0.058 0.042
0.000 0.006 -0.008
-0.005 -0.005 -0.012
-0.020 -0.016 0.013
-0.062 0.025 -0.008
0.002 -0.002 0.024
-0.012 -0.008 -0.032
0.035 0.032 -0.036
0.017 -0.015 -0.022
-0.002 -0.016 0.012
-0.003 -0.010 0.013
-0.024 -0.014 0.006
-0.004 0.001 0.002
0.033 -0.017 0.027
0.012 0.003 -0.021
0.018 0.001 0.024
0.000 -0.004 0.005
-0.002 0.003 0.003
-0.002 0.007 0.013
0.009 0.011 0.018
0.003 0.004 0.003
-0.001 0.005 0.004
-0.003 -0.007 0.002
-0.029 -0.019 0.016
-0.011 -0.005 -0.003
-0.003 0.000 0.014
-0.002 0.029 0.006
0.017 -0.019 0.021
-0.008 -0.061 0.003
0.000 -0.015 -0.005
-0.012 0.027 -0.038
0.003 -0.012 0.007
0.000 -0.014 -0.012
0.041 0.031 0.012
-0.008 -0.006 0.007
-0.018 0.012 0.002
-0.004 0.002 -0.003
-0.001 -0.018 0.022
0.002 0.001 0.004
0.003 0.000 0.002
0.006 -0.009 -0.004
0.012 0.044 0.012
-0.004 -0.001 -0.008
0.042 0.010 0.029
-0.004 0.016 -0.014
0.009 -0.016 0.004
-0.006 0.001 0.010
0.029 -0.053 -0.031
0.012 -0.005 0.032
0.031 0.004 0.025
0.018 0.011 -0.003
0.024 0.011 -0.004
0.004 0.010 -0.003
0.000 0.012 -0.020
0.005 0.006 -0.012
-0.158 0.024 0.021
0.022 -0.043 0.073
0.060 0.055 -0.006
-0.048 -0.026 -0.024
0.037 0.009 -0.033
-0.044 -0.003 0.080
0.090 0.022 -0.095
0.003 -0.006 0.001
-0.017 0.001 0.010
-0.008 -0.009 -0.005
0.008 0.005 0.013
0.004 -0.010 -0.001

Here are the Mulliken charges for atoms 1 to 99, given in e: 0.81, -1.85, 2.28, -1.72, 0.30, 0.50, -1.51, -1.21, 0.25, -0.83, -1.25, -0.87, -0.21, 1.11, -2.59, 0.69, -0.18, -0.80, -1.03, -0.28, 0.37, -0.08, 0.62, -1.79, -1.23, 1.70, -1.52, -1.66, 0.59, -0.24, -0.93, -1.02, -0.22, 0.41, 0.64, 0.63, -1.55, -1.68, 0.77, -1.61, -1.45, 0.50, 0.35, 0.26, -0.86, 0.32, 0.37, 0.45, 0.75, 0.25, 0.51, 0.29, 0.12, 0.06, 0.68, 0.68, 0.43, 0.45, 0.43, 0.40, 0.45, 0.46, 0.15, 0.73, 0.31, 0.50, 0.37, 0.19, -0.08, 0.62, -0.47, 0.40, 0.60, 0.17, 0.28, 0.41, 0.47, 0.44, 0.44, 0.44, 0.12, 0.55, 0.25, 0.19, 0.56, 0.31, 0.50, 0.29, 0.25, 0.29, 0.49, 0.36, 0.29, 0.21, 0.48, -0.33, 0.28, 0.00, -0.29

---

# 2
C41H61CaN9O7S2Se as an isolated structure, computed with ωB97M-V with the def2-TZVPD basis set.

Computed properties:
Total energy: -6494.17732 Ha
Charge: -2
Strongest force on any atom: 1.94 eV/A
ΔE to the lowest compared entry with this formula, charge and spin: 26.7 kcal per mole

Element x y z (Å)
Ca1 -0.146809 -0.422085 -0.596576
C1 0.538158 1.533644 7.910446
C2 1.447875 0.561299 7.145467
C3 1.665665 -0.692233 8.002063
C4 2.798773 1.250713 6.934216
C5 0.770138 0.196990 5.831959
C6 1.338459 0.441121 4.587995
C7 0.613368 0.251927 3.434709
Se1 1.445319 0.648049 1.725254
C8 2.561043 -0.933283 1.697180
C9 3.807611 -0.956679 2.275763
C10 4.584153 -2.111364 2.223369
C11 4.050439 -3.193596 1.528455
C12 2.823259 -3.193324 0.887579
C13 1.997762 -2.027945 0.972394
O1 0.847649 -1.904878 0.452735
C14 2.425285 -4.463334 0.133298
C15 2.238764 -5.604441 1.147255
C16 1.130858 -4.332527 -0.670664
C17 3.535983 -4.849665 -0.860516
C18 5.934773 -2.263136 2.909350
C19 5.826235 -3.350540 3.988290
C20 7.007439 -2.670235 1.887874
C21 6.400610 -0.970072 3.580829
C22 -0.754010 -0.149369 3.416833
O2 -1.427637 -0.031915 2.333107
C23 -1.256018 -0.591804 4.681367
C24 -0.501645 -0.361504 5.822666
C25 -2.600724 -1.293210 4.885405
C26 -2.359022 -2.650105 5.573600
C27 -3.337149 -1.577175 3.577087
C28 -3.524658 -0.420572 5.753588
H1 1.008388 1.865328 8.837750
H2 0.329044 2.402580 7.292013
H3 -0.406290 1.056729 8.156309
H4 2.125343 -0.431408 8.956348
H5 0.718332 -1.185348 8.202033
H6 2.310156 -1.397358 7.483835
H7 3.211563 1.562958 7.895044
H8 3.508616 0.577611 6.459871
H9 2.682027 2.132096 6.309067
H10 2.349989 0.803487 4.489582
H11 4.158146 -0.056638 2.761661
H12 4.643925 -4.097256 1.483823
H13 1.455840 -5.338625 1.853074
H14 1.951496 -6.526344 0.639387
H15 3.154485 -5.788244 1.706235
H16 0.290773 -4.110723 -0.020715
H17 1.198353 -3.520082 -1.391200
H18 0.939107 -5.270944 -1.198097
H19 4.481918 -5.048332 -0.361011
H20 3.251695 -5.746647 -1.412018
H21 3.690995 -4.042388 -1.573282
H22 5.543032 -4.301231 3.545165
H23 6.776278 -3.481159 4.508896
H24 5.063448 -3.075552 4.712708
H25 6.753214 -3.612471 1.410365
H26 7.090113 -1.908551 1.115548
H27 7.977817 -2.784442 2.374027
H28 5.698850 -0.656812 4.348765
H29 7.373351 -1.129119 4.048787
H30 6.497546 -0.172824 2.848442
H31 -0.948086 -0.625067 6.774424
H32 -1.688976 -3.257134 4.967520
H33 -1.905399 -2.528676 6.554446
H34 -3.298879 -3.191777 5.694788
H35 -2.694886 -2.124210 2.893601
H36 -4.233104 -2.172561 3.772702
H37 -3.625898 -0.640870 3.110897
H38 -3.098548 -0.234427 6.736967
H39 -3.678676 0.541907 5.269945
H40 -4.496467 -0.900640 5.886618
C29 5.265318 -0.346183 -1.480615
N1 4.586946 0.820612 -2.006506
C30 4.952825 1.082247 -3.382946
C31 3.223479 0.942193 -1.637353
N2 2.545478 0.069674 -1.031331
N3 2.690389 2.177999 -1.912912
C32 1.363697 2.547083 -1.736239
N4 1.023865 3.643603 -2.546214
N5 0.630649 2.015961 -0.865396
H41 6.343030 -0.182185 -1.562580
H42 5.011500 -1.268782 -2.021092
H43 5.005500 -0.476742 -0.431772
H44 6.037868 1.205982 -3.444169
H45 4.477464 1.985962 -3.751383
H46 4.652469 0.261831 -4.046619
H47 2.977862 -0.833061 -0.898166
H48 3.236748 2.807673 -2.479553
H49 1.267255 3.493888 -3.519896
H50 0.037319 3.857128 -2.458036
H51 -0.308706 2.400132 -0.816884
S1 1.405808 1.120803 -4.805062
C33 0.764420 0.196352 -3.655817
N6 0.349462 -0.508052 -2.827334
O3 -0.939943 2.745448 2.002258
H52 -1.105932 1.790161 2.108002
H53 -1.226307 2.922434 1.097312
O4 -2.190655 2.942912 -0.643538
C34 -2.747255 2.051846 -1.292247
N7 -2.195232 0.915549 -1.679612
S2 -3.057824 0.191750 -2.830478
O5 -2.550934 0.463054 -4.148231
O6 -3.433034 -1.178941 -2.588277
C35 -4.548429 1.201672 -2.616248
C36 -5.820611 1.122737 -3.130936
C37 -6.745735 2.089468 -2.752407
C38 -6.381863 3.101116 -1.873972
C39 -5.093752 3.174796 -1.361824
C40 -4.178849 2.205184 -1.742129
H54 -6.088058 0.317135 -3.799407
H55 -7.754872 2.056448 -3.143696
H56 -7.117916 3.838467 -1.583085
H57 -4.806348 3.954388 -0.672207
N8 -3.662123 -3.023871 -0.689126
C41 -2.719964 -2.042913 -0.344640
N9 -3.171559 -1.054911 0.450726
O7 -1.565770 -2.148944 -0.702383
H58 -4.566033 -2.627417 -0.898290
H59 -3.315471 -3.539388 -1.489154
H60 -4.092175 -1.144368 0.851315
H61 -2.453875 -0.616429 1.044805

Cartesian forces, eV/Å:
0.290 1.914 0.036
0.140 -0.084 -0.048
0.002 -0.033 0.158
-0.001 0.176 -0.059
-0.232 -0.133 0.030
0.165 -0.019 -0.009
-0.130 0.008 0.063
0.159 0.056 -0.481
0.512 -0.026 0.937
-0.471 0.254 -0.165
0.049 -0.067 0.037
0.060 -0.098 -0.007
0.159 0.252 0.138
-0.264 0.080 -0.232
1.069 -0.060 0.838
0.217 -1.372 0.295
-0.016 -0.247 -0.092
0.044 0.143 -0.141
0.009 0.028 0.107
-0.106 0.024 0.166
0.150 -0.009 0.061
0.076 0.136 -0.108
-0.122 0.033 0.161
-0.088 -0.214 -0.110
0.664 0.188 0.425
-0.582 -0.093 -0.661
-0.110 -0.044 -0.109
0.095 0.017 0.016
-0.241 -0.030 0.018
-0.056 0.190 -0.053
0.057 0.004 0.153
0.114 -0.133 -0.075
0.064 0.025 0.129
-0.060 0.141 -0.050
-0.171 -0.008 0.042
0.068 0.013 0.150
-0.120 -0.112 0.047
0.096 -0.116 -0.073
0.028 -0.009 0.081
0.132 -0.053 -0.106
0.049 0.120 -0.090
0.111 0.101 0.032
0.040 0.035 0.085
0.042 -0.136 -0.028
-0.105 0.002 0.119
-0.033 -0.113 -0.065
0.098 -0.046 0.094
-0.102 0.015 -0.061
-0.079 -0.035 -0.090
0.046 -0.081 -0.067
0.124 -0.020 0.032
-0.047 -0.096 -0.067
0.031 0.088 -0.113
-0.050 -0.154 -0.019
0.130 -0.023 0.074
-0.098 0.005 0.112
-0.003 -0.112 -0.103
0.039 0.076 -0.127
0.124 -0.015 0.046
-0.098 0.109 0.111
0.074 -0.001 0.041
0.007 0.180 -0.060
-0.041 -0.021 0.101
0.065 -0.057 -0.057
0.057 -0.011 0.118
-0.118 -0.032 0.025
-0.018 -0.028 -0.132
-0.067 -0.058 0.105
-0.027 0.016 -0.137
0.052 0.013 0.130
-0.028 0.109 -0.054
-0.098 -0.069 0.016
-0.083 0.058 0.070
-0.117 0.099 0.187
-0.025 -0.012 -0.114
0.565 -0.418 0.075
-0.468 -0.274 0.174
0.159 0.516 -0.361
-0.044 0.560 -0.177
0.046 0.207 0.150
-0.402 -0.283 0.239
-0.046 -0.042 0.004
-0.012 -0.030 -0.016
0.068 -0.063 0.076
-0.047 0.035 0.003
0.006 0.024 -0.116
-0.013 0.015 -0.052
0.360 0.042 -0.139
-0.118 -0.182 0.162
-0.087 -0.213 0.074
0.112 -0.049 -0.013
0.000 0.349 -0.315
0.601 0.839 -1.347
-0.403 -0.975 0.669
-0.094 -0.186 -0.775
-0.014 0.134 0.060
-0.144 -0.060 0.022
-0.078 0.028 0.031
-0.137 0.006 0.119
-0.415 0.995 0.273
0.497 -1.169 -0.400
-1.312 0.387 -1.084
0.172 0.108 0.053
0.190 0.194 0.094
0.864 0.171 0.537
-0.093 -0.252 -0.238
0.084 -0.088 -0.049
-0.046 0.119 0.040
0.174 -0.102 -0.011
-0.373 0.100 -0.083
-0.063 -0.032 -0.100
-0.015 -0.040 0.005
-0.032 0.058 0.023
0.082 0.049 0.059
0.276 -0.083 0.159
-1.583 -0.900 0.330
0.085 0.140 -0.022
0.362 -0.437 -0.192
-0.008 0.016 -0.014
-0.056 0.136 0.059
0.220 -0.045 0.021
-0.327 0.070 0.373

Here are the Mulliken charges for atoms 1 to 99, given in e: 2.25, -1.72, 2.19, -1.71, -2.08, -0.62, 0.23, -0.04, 0.09, 0.23, -0.19, -0.35, -0.88, 0.67, -0.01, -0.97, 2.33, -1.86, -2.10, -1.86, 2.08, -1.72, -1.70, -1.91, 1.06, -0.60, -0.68, -0.54, 2.34, -1.83, -1.97, -1.85, 0.47, 0.34, 0.30, 0.47, 0.30, 0.30, 0.45, 0.27, 0.40, 0.45, 0.43, 0.22, 0.34, 0.50, 0.26, 0.29, 0.31, 0.41, 0.33, 0.49, 0.29, 0.27, 0.49, 0.33, 0.30, 0.27, 0.48, 0.20, 0.48, 0.37, 0.18, 0.36, 0.32, 0.48, 0.37, 0.42, 0.31, 0.31, 0.35, 0.47, -0.94, 0.03, -1.10, 0.14, 0.48, 0.16, -0.08, -0.72, 0.35, 0.39, 0.31, 0.22, 0.38, 0.31, 0.28, -0.55, 0.34, 0.23, 0.32, -0.45, -0.65, 0.41, -0.94, -0.87, 0.09, 0.37, -0.97

---

ΔE to the lowest compared entry with this formula, charge and spin of number 2 (C41H61CaN9O7S2Se)? 26.7 kcal per mole